1.
Density functional theory data (ωB97M-V/def2-TZVPD) for C4H7NO2 in the gas phase in a non-equilibrium geometry.

Values from the calculation:
- F_max (Eh/bohr) = 0.0384
- ΔE to the lowest compared entry with this formula, charge and spin (kJ/mol) = 295.6

```
! RIJCOSX wB97M-V def2-TZVPD def2/J DEFGRID3
* xyz 0 1
N 1.66619 0.39010 1.98810
C 0.86496 0.39776 0.92522
O 0.67921 1.63125 0.43770
C 0.30277 -0.68372 0.33161
C -1.06561 -0.71157 -0.19776
C -1.47809 0.01210 -1.38820
O -1.26981 -1.38175 -1.43647
H 2.26270 1.18498 2.10881
H 1.92798 -0.52870 2.27362
H 0.18810 1.25064 -0.31921
H 0.68519 -1.65584 0.58897
H -1.86052 -0.94425 0.50979
H -0.74483 0.61259 -1.91728
H -2.50319 0.34127 -1.48427
*
```

Here are the natural (NBO) charges for atoms 1 to 4, given in e:
1 N -0.79
2 C 0.53
3 O -0.66
4 C -0.54



2.
Density functional theory data (ωB97M-V/def2-TZVPD) for a molecular structure, C47H52AsF6N8O5S2Sr.

Values from the calculation:
- F_max (Eh/bohr) = 0.0152
- ΔE to the lowest compared entry with this formula, charge and spin (kJ/mol) = 0.0

```
! RIJCOSX wB97M-V def2-TZVPD def2/J DEFGRID3
* xyz -1 1
Sr 0.83310 0.14210 -0.75702
C -2.82613 0.61915 0.17492
N -1.74244 0.44788 1.15098
C -2.12020 -0.62810 2.05756
C -1.49598 1.71812 1.78363
C -2.00271 2.00849 3.03628
C -1.87919 3.27599 3.60528
C -1.28930 4.27276 2.84852
C -0.76448 3.99559 1.59306
C -0.77610 2.70119 1.03814
N -0.22786 2.30530 -0.15262
C 0.54640 3.11960 -0.96176
C 1.37061 4.18503 -0.56103
C 2.19624 4.85429 -1.44980
C 2.23776 4.49946 -2.78612
C 1.44711 3.44389 -3.22087
C 0.62036 2.75744 -2.34658
N -0.15149 1.61300 -2.78033
C 0.22654 1.04652 -4.07590
C -1.59333 1.91600 -2.83584
H -3.75899 0.90540 0.68573
H -3.00196 -0.30630 -0.37194
H -2.56314 1.39718 -0.53170
H -3.09646 -0.44812 2.53607
H -1.36080 -0.74988 2.83053
H -2.21363 -1.54749 1.47951
H -2.51009 1.23330 3.59689
H -2.26769 3.47445 4.59653
H -1.22212 5.28445 3.23230
H -0.33767 4.81192 1.03189
H 1.44602 4.42304 0.48775
H 2.83675 5.64570 -1.07768
H 2.88798 5.01601 -3.48082
H 1.48873 3.14721 -4.25962
H -0.03538 1.71649 -4.90711
H -0.33099 0.11721 -4.20639
H 1.28777 0.82388 -4.11335
H -1.81075 2.51250 -3.73355
H -1.87166 2.49781 -1.96256
H -2.16939 0.98924 -2.87145
C 0.07164 -2.38165 0.19120
C -0.65437 -2.14359 -1.00442
C 0.13485 -2.61740 -2.07497
C 1.33002 -3.13879 -1.54982
C 1.29462 -2.99028 -0.15345
H -0.24647 -2.12275 1.19021
H -1.59027 -1.60994 -1.10392
H -0.11660 -2.54888 -3.12596
H 2.14632 -3.55388 -2.12441
H 2.07133 -3.28883 0.53802
O -3.33768 -1.17348 -2.78288
As -3.93214 -2.67625 -2.49848
C -3.97311 -3.30157 -0.67326
C -2.92452 -4.04245 -0.13776
C -2.96175 -4.41172 1.20049
C -4.03284 -4.03769 1.99765
C -5.07875 -3.29507 1.46356
C -5.05059 -2.92931 0.12718
C -3.02949 -4.02317 -3.52903
C -3.12233 -5.37935 -3.24071
C -2.44605 -6.29677 -4.03191
C -1.67967 -5.85671 -5.10237
C -1.58593 -4.50114 -5.38548
C -2.26071 -3.58101 -4.59776
C -5.79099 -2.71038 -3.03366
C -6.51819 -3.89188 -3.12178
C -7.85261 -3.85416 -3.49641
C -8.45909 -2.63603 -3.77870
C -7.73146 -1.45798 -3.69211
C -6.39309 -1.49340 -3.32141
H -2.06298 -4.29801 -0.74163
H -2.13215 -4.96602 1.61933
H -4.04872 -4.31456 3.04462
H -5.91019 -2.99506 2.08857
H -5.86503 -2.34909 -0.29154
H -3.69685 -5.72121 -2.38754
H -2.50495 -7.35336 -3.80341
H -1.14224 -6.57341 -5.71069
H -0.97381 -4.15986 -6.21055
H -2.18078 -2.51640 -4.78420
H -6.04670 -4.84304 -2.90180
H -8.42027 -4.77331 -3.56890
H -9.50178 -2.60771 -4.06938
H -8.20470 -0.51009 -3.91539
H -5.79803 -0.58946 -3.25932
C 0.16077 0.32947 5.61028
N 1.32696 0.58460 6.46749
C 2.05899 1.72409 5.89372
N 2.48144 1.48322 4.51705
C 1.27884 1.21781 3.71719
N 0.53662 0.05442 4.22679
C 1.43146 -1.10368 4.20630
N 2.63144 -0.89402 5.02733
C 2.20011 -0.59148 6.39197
C 3.32626 0.28825 4.49776
H -0.49086 1.20628 5.62635
H -0.38729 -0.52814 6.01166
H 2.94119 1.91808 6.51002
H 1.41161 2.60377 5.91593
H 1.56137 1.02105 2.68571
H 0.63042 2.09512 3.74147
H 1.73686 -1.29919 3.17585
H 0.89314 -1.97728 4.58567
H 3.08416 -0.41323 7.00991
H 1.66195 -1.45462 6.79310
H 3.62872 0.08239 3.47100
H 4.21750 0.47329 5.10361
F 5.84396 -0.07482 1.10255
C 5.50835 1.17058 0.79131
F 5.83381 1.95981 1.81430
F 6.20481 1.56759 -0.27245
S 3.66919 1.32201 0.47425
O 3.06189 0.10353 0.98554
O 3.30891 2.56099 1.07661
N 3.45318 1.38299 -1.08854
S 3.91117 0.25162 -2.09535
O 4.96896 -0.59768 -1.64173
O 2.71547 -0.33275 -2.65700
C 4.66481 1.26657 -3.47000
F 5.68312 0.58521 -3.99833
F 5.11898 2.43135 -3.03070
F 3.76811 1.48773 -4.43188
*
```

Here are the Löwdin charges for atoms 1 to 4, given in e:
1 Sr 1.47
2 C -0.06
3 N -0.18
4 C -0.11



3.
Density functional theory data (ωB97M-V/def2-TZVPD) for 10 unconnected molecules or ions with the total composition C26H72O14 in a non-equilibrium geometry.

Values from the calculation:
- F_max (Eh/bohr) = 0.0362
- ΔE to the lowest compared entry with this formula, charge and spin (kJ/mol) = 101.3

```
! RIJCOSX wB97M-V def2-TZVPD def2/J DEFGRID3
* xyz 0 1
C 9.53153 -4.55752 9.34120
C 10.82319 -4.32472 10.10642
C 11.20778 -2.85095 10.01721
O 10.63382 -4.75693 11.44941
H 9.64537 -4.26534 8.29198
H 8.73177 -3.90513 9.70673
H 9.24319 -5.60497 9.42432
H 11.58173 -4.93510 9.61347
H 10.40455 -2.15549 10.28146
H 11.53582 -2.66577 8.99307
H 12.00907 -2.54139 10.69164
H 9.91452 -4.23206 11.85706
C 11.06755 -7.69974 8.42439
C 12.01396 -8.87881 8.27921
C 12.44474 -9.11330 6.84871
O 13.20707 -8.59518 9.03077
H 10.11043 -7.80569 7.90777
H 11.55232 -6.85429 7.92451
H 10.90212 -7.43123 9.46925
H 11.58119 -9.78831 8.71272
H 11.60980 -9.37645 6.19964
H 13.18447 -9.91560 6.84496
H 12.93387 -8.24530 6.40243
H 12.94236 -8.42293 9.94016
C 8.39222 -0.62295 8.47022
C 9.09661 0.59860 8.99406
C 10.34655 0.89998 8.14773
O 8.20333 1.73260 8.85536
H 7.50543 -0.79819 9.08782
H 9.08699 -1.44571 8.65215
H 8.05190 -0.55770 7.43996
H 9.39620 0.46857 10.03796
H 10.99696 0.02465 8.11238
H 10.89905 1.78787 8.46740
H 10.03074 1.15923 7.13286
H 8.79165 2.49364 8.91516
C 6.44960 -3.51255 12.23718
C 7.47351 -2.59665 12.89473
C 7.06051 -2.17838 14.30371
O 8.75905 -3.24572 12.83069
H 6.88481 -3.97645 11.35158
H 5.54334 -2.96584 11.99128
H 6.20381 -4.31738 12.93776
H 7.56095 -1.76898 12.17588
H 6.96342 -1.08908 14.30553
H 7.82024 -2.38326 15.05670
H 6.10565 -2.62335 14.56890
H 9.43029 -2.62903 13.14745
C 7.67466 -9.27510 11.14279
C 8.07679 -8.56011 12.41783
C 8.57612 -7.17081 12.18887
O 6.87870 -8.50338 13.20770
H 8.49951 -9.36946 10.43134
H 6.82365 -8.78571 10.66910
H 7.38127 -10.30787 11.34942
H 8.83182 -9.16566 12.93377
H 7.85604 -6.48496 11.73973
H 9.52171 -7.12835 11.64648
H 8.79507 -6.76197 13.18556
H 6.85157 -7.71409 13.75197
C 14.14179 -1.03712 7.80406
C 15.54406 -0.74148 8.35439
C 16.36742 0.02620 7.35271
O 15.49398 -0.06430 9.58373
H 13.47673 -1.68862 8.37035
H 14.27984 -1.58270 6.86231
H 13.60940 -0.11791 7.53878
H 15.97515 -1.75373 8.41553
H 17.43152 0.04349 7.59239
H 16.04610 1.06824 7.27716
H 16.26668 -0.43266 6.36845
H 14.99480 -0.61275 10.20675
O 4.46096 -4.69533 8.60390
C 5.66818 -5.25668 8.12054
C 6.20513 -4.54367 6.90467
O 5.34700 -4.71018 5.77462
H 3.77362 -4.78219 7.93608
H 6.37850 -5.20871 8.94952
H 5.53311 -6.32841 7.94035
H 7.24750 -4.74516 6.65229
H 6.25948 -3.46531 7.11394
H 4.65955 -4.04355 5.84807
O 10.36073 -0.77544 3.65639
C 11.27070 -1.57989 4.39985
C 10.55223 -2.19427 5.59179
O 11.44526 -2.79440 6.50125
H 10.68577 -0.71838 2.75575
H 11.63607 -2.36439 3.72999
H 12.09769 -0.99490 4.80984
H 9.73372 -2.86683 5.30427
H 10.02303 -1.37914 6.09761
H 11.69312 -3.65443 6.14435
O 13.04617 -3.97128 12.65756
C 12.72166 -3.56877 13.99761
C 13.66004 -4.20817 15.00148
O 14.79164 -3.40439 15.28485
H 12.22755 -4.34569 12.27119
H 12.80233 -2.47905 14.05062
H 11.69443 -3.89073 14.20140
H 13.88774 -5.22964 14.67336
H 13.13180 -4.41327 15.93924
H 15.37584 -3.55792 14.51567
O 16.82507 -3.48811 13.22061
C 16.90821 -2.10983 12.83490
C 15.56848 -1.46035 12.60496
O 14.84980 -2.15409 11.57755
H 17.71934 -3.76229 13.43484
H 17.43753 -1.60968 13.65697
H 17.51519 -1.97889 11.93333
H 15.70222 -0.42020 12.31606
H 14.96003 -1.47729 13.51434
H 14.30909 -2.87162 11.95224
*
```

Here are the Löwdin charges for atoms 1 to 4, given in e:
1 C -0.06
2 C -0.45
3 C -0.04
4 O -0.08



Number 1: orbital gap 8.888 eV, energy -361.7683 hartree. Number 2: orbital gap 6.081 eV, energy -6298.5948 hartree. Number 3: orbital gap 9.866 eV, energy -2087.0775 hartree.